[1]
Entry from OMol25: an isolated molecule of C5H10O (ωB97M-V with the def2-TZVPD basis set).

Kohn-Sham gap ... 11.179 eV
Spin multiplicity ... 1
Total charge ... 0
SMILES ... OC1CCCC1
Energy above the lowest of the compared OMol25 structures with the same formula, charge and spin ... 2.6 kcal/mol
HOMO ... -10.217 eV
Calculated total energy ... -271.74845 Eh
LUMO ... 0.0354 Ha

Last column: Löwdin charge in e.
CARTESIAN COORDINATES (ANGSTROEM)
O -1.71077 0.17048 0.95219  -0.03
C -1.09926 0.22883 -0.33023  -0.41
C -0.30588 -1.04533 -0.63021  -0.15
C 0.95756 -0.92457 0.24417  -0.18
C 1.14903 0.59572 0.49314  -0.18
C -0.00732 1.29003 -0.25202  -0.15
H -2.29454 -0.59838 0.96723  0.09
H -1.85024 0.45427 -1.10373  0.14
H -0.88467 -1.95454 -0.42636  0.11
H -0.04080 -1.06311 -1.69519  0.11
H 1.82324 -1.38428 -0.24364  0.10
H 0.81394 -1.44600 1.19524  0.10
H 1.08197 0.81610 1.56227  0.10
H 2.12487 0.95455 0.15058  0.10
H -0.36273 2.19539 0.24868  0.11
H 0.29008 1.56453 -1.27127  0.12

Atomic forces in eV per Å
-0.2 -0.2 0.1
0.2 0.1 -0.3
0.0 -0.1 0.0
0.0 -0.1 0.1
0.0 0.0 0.1
0.0 0.1 -0.1
0.1 0.1 0.1
0.1 0.0 0.2
0.1 0.1 0.0
-0.1 0.0 0.1
-0.1 0.1 0.1
0.0 0.1 -0.1
0.0 -0.1 -0.1
-0.2 -0.1 0.0
0.0 -0.1 -0.1
0.0 0.0 0.1



[2]
Entry from OMol25: a structure of composition C14H18Cl2HfN2 at a distorted geometry (ωB97M-V with the def2-TZVPD basis set).

Kohn-Sham gap ... 6.866 eV
Spin multiplicity ... 1
Total charge ... 0
Energy above the lowest of the compared OMol25 structures with the same formula, charge and spin ... 6.9 kcal/mol
HOMO ... -6.704 eV
Calculated total energy ... -1622.22032 Eh
LUMO ... 0.0060 Ha

Last column: Löwdin charge in e.
CARTESIAN COORDINATES (ANGSTROEM)
Hf -0.12193 -0.16992 -0.97857  0.83
Cl 1.97613 -0.19110 -2.01169  0.06
Cl -2.35282 0.58839 -1.11865  0.04
C -0.76309 -1.71995 -2.19988  -0.31
H -1.78890 -2.03658 -2.47644  0.05
H -0.08972 -2.13224 -2.96076  0.03
C -0.01877 -1.80946 0.61313  -0.35
C -0.41919 -2.42139 -0.62644  -0.46
H -0.23843 -0.76783 1.00345  0.04
C 0.60595 -3.53461 -1.09936  -0.21
H -1.35900 -2.91687 -0.40372  0.12
C 1.05035 -4.51840 -0.01164  -0.21
H 0.20016 -4.05009 -1.98363  0.11
H 1.48842 -3.02125 -1.49652  0.08
C 1.53083 -3.73508 1.22242  -0.21
H 0.18289 -5.15819 0.27437  0.11
H 1.83336 -5.19905 -0.43628  0.12
C 0.40226 -2.75333 1.71743  -0.20
H 1.81584 -4.42805 2.03664  0.10
H 2.43955 -3.15485 0.98176  0.11
H -0.31509 -3.49745 2.16119  0.12
H 0.81601 -2.10877 2.50163  0.10
N 0.96010 4.16207 -1.01591  0.12
C 1.09644 2.87034 -1.37970  -0.14
N 0.32387 2.11226 -0.56603  -0.07
C -0.32037 2.97243 0.33208  -0.25
C -1.37211 2.73607 1.22807  -0.04
C -1.98871 3.84512 1.81496  -0.07
C -1.56601 5.16464 1.53987  -0.07
C -0.51791 5.38391 0.63176  -0.02
C 0.08448 4.27484 0.05783  -0.20
H 1.44952 4.94984 -1.47580  0.18
H 1.71729 2.50921 -2.18573  0.09
H -1.69462 1.70153 1.39028  0.08
H -2.82154 3.68293 2.51376  0.11
H -2.05851 5.98559 2.03125  0.10
H -0.16672 6.38531 0.37488  0.11

Atomic forces in eV per Å
0.7 0.2 1.9
1.2 0.3 -0.7
-1.1 0.6 0.2
-0.6 -1.1 0.2
0.6 0.5 0.4
0.1 -0.1 0.5
1.9 2.7 1.0
-1.5 -3.6 -3.5
-0.9 -0.8 0.0
0.1 0.2 0.1
-0.6 -0.4 -0.6
-0.2 -0.1 -0.1
-0.1 0.0 0.5
0.0 0.1 0.2
0.2 0.3 0.1
0.5 0.3 -0.1
-0.5 0.5 0.5
1.4 -0.7 -0.2
-0.2 0.3 -0.3
-0.3 -0.2 -0.1
-0.3 1.2 -0.4
-0.2 -0.4 0.2
1.1 1.3 -0.9
-1.8 -0.2 2.3
1.0 0.3 -1.0
-0.2 0.0 -0.6
0.0 0.1 0.2
0.2 -0.5 0.1
0.9 -0.7 -0.8
-0.4 0.6 0.7
-0.3 -0.2 -0.5
-0.6 -0.9 0.6
0.0 0.0 0.1
-0.1 0.6 0.1
0.4 0.1 -0.4
0.0 0.2 0.0
-0.3 -0.2 0.1



[3]
Entry from OMol25: a structure of composition C16H23N4O9SW (ωB97M-V with the def2-TZVPD basis set).

Kohn-Sham gap ... 5.451 eV
Spin multiplicity ... 1
Total charge ... +3
Energy above the lowest of the compared OMol25 structures with the same formula, charge and spin ... 0.0 kcal/mol
HOMO ... -16.534 eV
Calculated total energy ... -1984.13339 Eh
LUMO ... -0.4073 Ha

Last column: Löwdin charge in e.
CARTESIAN COORDINATES (ANGSTROEM)
W -1.16018 0.46256 0.32711  1.94
O -2.32606 1.15081 2.01190  -0.17
C -1.77598 1.93888 3.10145  -0.09
C -1.12868 3.07547 2.37466  -0.09
N -0.16023 2.53871 1.37064  -0.19
C 1.11074 2.14232 2.00102  -0.03
C 1.21253 0.63699 2.03970  -0.52
O 2.20262 0.01820 2.24583  0.19
O 0.02262 0.02841 1.77151  -0.22
C -0.01032 3.53178 0.29954  -0.07
C -1.18959 3.35547 -0.62751  -0.48
O -1.76941 4.16447 -1.25052  0.25
O -1.54060 2.01048 -0.69046  -0.30
H -2.90868 0.43454 2.31459  0.14
H -1.09067 1.32514 3.68280  0.14
H -2.59644 2.27855 3.72890  0.16
H -0.62299 3.76078 3.05566  0.16
H -1.90092 3.63172 1.84411  0.15
H 1.19740 2.51827 3.02138  0.17
H 1.96577 2.52276 1.44751  0.16
H 0.90328 3.35825 -0.26651  0.13
H 0.00634 4.55173 0.67964  0.17
N -5.62446 0.70489 -1.94297  0.23
C -4.40245 -0.09140 -2.28896  0.01
C -3.35879 0.10513 -1.21431  -0.58
O -2.17358 -0.30553 -1.42484  -0.10
O -3.63738 0.64995 -0.13693  0.02
H -6.46527 0.31362 -2.37668  0.19
H -5.54516 1.67741 -2.25204  0.19
H -5.75625 0.72263 -0.92526  0.17
H -4.02300 0.21820 -3.25961  0.16
H -4.66977 -1.14593 -2.33989  0.16
N 1.51371 -1.47112 -2.37863  0.19
C 1.73164 -0.79064 -1.27350  -0.64
S 0.74510 0.69964 -1.10828  0.92
N 2.68581 -1.08983 -0.43872  0.13
C 3.58723 -2.21151 -0.60933  -0.23
C 3.66678 -3.15614 0.40218  -0.01
C 4.55102 -4.21380 0.25619  -0.04
C 5.33143 -4.31852 -0.88837  -0.03
C 5.24307 -3.36012 -1.88905  -0.04
C 4.37262 -2.28955 -1.75233  -0.03
H 0.78879 -1.19501 -3.02026  0.13
H 2.10156 -2.26549 -2.60799  0.14
H 2.76440 -0.57150 0.42824  0.12
H 3.05819 -3.05986 1.29417  0.12
H 4.63338 -4.95549 1.03921  0.12
H 6.01960 -5.14618 -0.99635  0.13
H 5.86688 -3.43314 -2.76969  0.13
H 4.32813 -1.51404 -2.50918  0.13
O -2.23755 -1.18071 1.11741  -0.09
C -1.44506 -2.05763 0.63292  -0.29
O -0.52470 -1.58276 -0.07703  -0.11
H -1.56647 -3.12190 0.82689  0.19

Atomic forces in eV per Å
0.1 0.3 0.1
-0.1 0.0 0.0
0.0 0.0 0.0
0.0 0.0 0.0
0.1 -0.1 0.0
-0.1 -0.1 0.0
0.2 0.0 0.0
0.0 0.1 0.1
-0.3 -0.2 -0.2
-0.1 0.0 0.0
0.2 0.1 0.0
0.0 0.0 0.0
-0.2 -0.2 0.1
-0.1 0.0 0.1
0.0 0.0 0.0
0.0 0.0 0.0
0.0 0.0 0.0
0.0 0.0 0.0
0.0 0.0 0.0
0.0 0.0 -0.1
0.0 0.0 0.0
0.0 0.0 0.0
0.0 0.0 0.0
0.0 0.0 0.0
-0.1 0.1 0.1
0.1 0.0 0.0
0.0 -0.1 -0.1
0.0 0.0 0.0
0.0 0.0 0.0
0.0 0.0 0.0
0.0 0.0 0.0
0.0 0.0 0.0
0.0 0.0 0.0
-0.1 0.1 -0.1
0.2 0.1 -0.1
0.1 -0.1 0.2
0.0 0.0 0.0
-0.1 0.1 0.1
0.0 0.0 0.0
0.0 0.0 0.0
0.0 0.0 0.0
0.0 0.0 0.0
0.0 0.0 0.0
0.0 0.0 0.0
0.0 0.0 0.0
0.0 0.0 0.0
0.0 0.0 0.0
0.0 0.0 0.0
0.0 0.0 0.0
0.1 0.0 0.0
0.1 0.0 -0.1
0.1 0.1 0.0
-0.1 -0.1 0.1
0.0 -0.1 0.0



[4]
Entry from OMol25: a cluster of 24 separate species, H49O24 in total at a distorted geometry (ωB97M-V with the def2-TZVPD basis set).

Kohn-Sham gap ... 9.814 eV
Spin multiplicity ... 1
Total charge ... +1
HOMO ... -12.342 eV
Calculated total energy ... -1834.95981 Eh
LUMO ... -0.0929 Ha

Last column: Löwdin charge in e.
CARTESIAN COORDINATES (ANGSTROEM)
O -0.39020 -0.19628 0.59176  0.23
H -0.07574 0.68573 0.80336  0.08
H -0.01323 -0.91777 1.10064  0.07
H -0.30808 -0.31900 -0.35681  0.07
O -0.01941 2.21152 1.92149  -0.03
H -0.27794 2.97455 1.40459  0.03
H 0.61057 2.55362 2.55579  0.00
O -1.62885 0.07736 4.67295  -0.04
H -0.97344 -0.32897 5.24001  0.03
H -1.12783 0.67243 4.11516  0.01
O 1.93108 3.23771 3.75647  -0.03
H 2.02875 4.18800 3.81688  0.08
H 1.59213 2.97638 4.61266  0.08
O -3.22990 2.29946 2.01364  -0.06
H -3.68274 1.48016 1.81384  -0.03
H -3.37187 2.42965 2.95126  0.03
O -0.06732 3.71402 -0.49239  -0.04
H 0.85996 3.84795 -0.29628  0.03
H -0.07262 3.06285 -1.19396  0.01
O 0.14887 -2.31266 2.07734  -0.02
H 0.98646 -2.51587 2.49374  -0.01
H -0.41412 -3.05535 2.29571  0.07
O 0.03186 -3.28606 -4.22553  -0.04
H 0.41737 -4.08825 -3.87326  0.02
H -0.35096 -2.84950 -3.46454  -0.01
O -2.49022 -5.80514 0.03268  -0.06
H -2.70431 -6.17666 -0.82310  0.03
H -1.61139 -5.44186 -0.07645  -0.03
O 3.97626 1.15792 -2.35568  -0.06
H 3.19002 0.71798 -2.67896  -0.04
H 4.30235 1.65066 -3.10875  0.04
O 2.57005 4.01538 0.99188  -0.03
H 2.63746 3.22099 1.52163  -0.01
H 3.34587 4.52551 1.22450  0.05
O -2.62933 -0.73715 -3.92752  -0.01
H -3.47240 -0.59118 -3.49840  0.05
H -2.63454 -0.14056 -4.67604  0.07
O 0.33520 -5.01144 -0.61618  -0.03
H 0.34274 -5.25938 -1.54069  0.05
H 0.77270 -5.73635 -0.16973  0.06
O 2.31986 -2.97136 -1.86650  -0.04
H 3.19470 -3.27407 -1.62311  0.05
H 1.76085 -3.24262 -1.13840  0.01
O 0.11195 1.10836 -1.57394  -0.04
H 0.64814 0.60292 -2.18489  0.02
H -0.61365 1.43567 -2.10554  0.02
O -3.52416 -2.14413 -0.72304  0.00
H -3.85497 -1.65860 -1.47872  0.05
H -3.75807 -1.60294 0.03104  0.04
O 1.84029 -0.14701 -3.40974  -0.03
H 1.58410 -1.03704 -3.16796  0.04
H 2.01884 -0.19543 -4.34889  0.09
O 2.25756 0.00858 0.32128  -0.02
H 2.71501 0.39701 -0.42442  0.02
H 2.74142 0.31766 1.08716  0.00
O -1.21373 -1.54986 -1.84952  -0.06
H -2.05798 -1.77509 -1.45871  -0.02
H -1.43778 -1.13872 -2.68439  -0.01
O -2.49724 5.01435 -0.58818  -0.06
H -2.90306 4.36371 -0.01528  0.01
H -1.55829 4.84080 -0.52116  -0.02
O -3.88714 -0.23521 2.12031  -0.03
H -3.52461 -1.05329 2.46022  0.06
H -4.80929 -0.25679 2.37606  0.07
O -1.28855 2.85507 -3.18109  -0.02
H -1.26011 3.81176 -3.19395  0.06
H -2.11295 2.63364 -3.61418  0.05
O 3.76816 1.40025 2.59078  -0.03
H 3.22779 1.86051 3.23296  0.00
H 4.66562 1.65360 2.80668  0.06
O 2.63899 -2.49711 3.06485  -0.02
H 2.81620 -1.98663 3.85493  0.06
H 3.45884 -2.46839 2.57166  0.07

Atomic forces in eV per Å
-1.8 0.0 0.0
0.7 1.3 0.8
0.6 -1.2 1.0
0.0 -0.1 -1.5
-0.1 -0.9 0.2
-0.4 0.3 -0.6
0.4 0.1 0.2
-0.2 -0.1 0.0
0.1 -0.2 0.2
0.0 0.3 -0.4
0.0 -0.4 0.1
0.0 0.4 -0.2
-0.2 -0.1 0.4
0.1 0.9 -0.3
0.2 -0.2 0.1
0.0 0.0 0.2
-0.2 0.5 0.2
0.6 0.2 0.2
0.1 -0.4 -0.1
-0.6 0.2 -0.3
1.0 0.1 0.1
-0.4 -0.1 -0.2
0.0 0.1 -0.4
0.2 -0.1 0.0
-0.3 0.2 0.5
-0.3 -0.1 0.3
-0.1 -0.1 -0.2
0.4 0.2 -0.1
0.5 0.3 0.5
-0.4 -0.4 -0.3
0.2 0.2 -0.1
-0.3 0.2 -0.1
0.1 -0.5 0.0
0.2 0.2 -0.2
0.0 0.1 -0.1
-0.3 0.1 0.0
0.1 0.1 -0.4
-0.1 0.3 0.2
0.0 -0.1 -0.3
0.2 -0.3 0.2
-0.1 0.2 -0.4
0.3 0.0 0.0
-0.4 -0.1 0.3
0.0 -0.1 0.7
0.5 0.0 -0.5
-0.4 0.3 -0.4
-0.1 -0.3 -0.1
-0.6 0.0 -0.1
-0.1 0.3 0.5
-0.3 0.2 0.0
0.1 -0.8 0.2
0.0 0.1 -0.4
-0.3 -0.4 0.0
0.3 0.2 -0.3
0.4 0.2 0.3
1.6 0.0 0.1
-0.3 -0.5 0.6
-0.1 0.3 -0.4
-0.5 0.4 -0.3
-0.1 -0.2 0.2
0.5 -0.2 0.1
-0.3 -0.6 -0.5
0.3 -0.1 0.3
-0.4 -0.1 0.2
0.0 -0.4 -0.2
0.0 0.4 0.2
-0.3 0.0 -0.1
0.0 -0.3 -0.3
-0.3 0.3 0.3
0.3 0.0 -0.1
0.0 -0.1 0.2
0.0 0.1 0.3
0.2 0.0 -0.3